Record 1
Here is 5 unconnected molecules or ions with the total composition C42H67I2O17P at a distorted geometry from OMol25. Energies are from ωB97M-V/def2-TZVPD.

Positions of all 129 atoms, in Å:
C  6.480  0.558  0.684
C  5.954  1.857  1.314
C  5.135  2.718  0.349
C  3.723  2.194  0.032
C  3.020  1.500  1.203
C  1.492  1.511  1.106
P  0.716  0.463  -0.293
C  -0.075  -0.528  -1.803
C  -0.756  -1.874  -1.685
C  -1.678  -2.124  -0.663
C  -2.344  -3.330  -0.533
C  -2.109  -4.353  -1.444
C  -1.218  -4.119  -2.480
C  -0.548  -2.906  -2.621
C  0.341  -2.770  -3.837
C  1.269  -1.160  0.626
C  2.527  -1.763  0.078
C  2.342  -2.872  -0.950
I  3.684  -2.679  1.795
O  -0.799  0.552  0.559
C  -1.743  1.336  -0.108
O  -2.763  1.782  0.745
C  -3.212  0.832  1.686
C  -4.737  0.658  1.790
C  -5.205  -0.555  0.981
C  -5.529  1.943  1.510
C  -5.761  2.305  0.035
C  -6.932  1.510  -0.599
C  -6.131  3.792  -0.019
C  -0.982  2.475  -0.853
C  -0.821  3.868  -0.102
O  -0.048  4.635  -0.715
O  -1.446  4.073  0.965
C  -1.757  2.746  -2.201
I  -3.256  4.295  -2.097
C  -0.815  3.079  -3.352
C  -1.461  2.884  -4.733
O  0.271  1.948  -1.153
H  5.844  -0.300  0.903
H  6.627  0.667  -0.391
H  7.460  0.316  1.107
H  6.826  2.448  1.618
H  5.408  1.631  2.229
H  5.707  2.758  -0.584
H  5.088  3.737  0.746
H  3.824  1.485  -0.793
H  3.096  3.001  -0.349
H  3.278  2.070  2.103
H  3.442  0.502  1.364
H  1.083  1.188  2.064
H  1.208  2.562  1.009
H  1.939  0.509  -1.058
H  0.757  -0.655  -2.499
H  -0.779  0.127  -2.321
H  -1.881  -1.348  0.057
H  -3.051  -3.469  0.275
H  -2.617  -5.307  -1.383
H  -1.046  -4.900  -3.214
H  -0.188  -3.225  -4.670
H  1.268  -3.335  -3.731
H  0.535  -1.739  -4.114
H  0.469  -1.892  0.731
H  1.476  -0.809  1.635
H  3.221  -1.012  -0.287
H  3.127  -3.624  -0.860
H  1.389  -3.378  -0.828
H  2.454  -2.448  -1.949
H  -2.221  0.679  -0.866
H  -2.748  -0.143  1.548
H  -2.871  1.182  2.663
H  -4.899  0.411  2.842
H  -4.659  -1.435  1.332
H  -4.952  -0.452  -0.077
H  -6.269  -0.756  1.102
H  -6.521  1.835  1.969
H  -5.040  2.772  2.021
H  -4.852  2.137  -0.537
H  -7.357  0.778  0.084
H  -7.700  2.177  -0.989
H  -6.567  0.935  -1.455
H  -6.303  4.096  -1.054
H  -5.332  4.404  0.399
H  -7.055  3.950  0.545
H  -2.323  1.854  -2.479
H  -0.463  4.104  -3.260
H  0.037  2.405  -3.297
H  -2.474  3.283  -4.780
H  -1.533  1.813  -4.956
H  -0.843  3.317  -5.522
C  -2.957  3.133  4.819
C  -3.104  2.743  6.280
O  -4.497  2.400  6.374
C  -4.923  2.055  5.129
O  -5.969  1.557  4.862
O  -3.988  2.354  4.215
H  -1.994  2.884  4.381
H  -3.167  4.189  4.642
H  -2.511  1.862  6.534
H  -2.871  3.548  6.972
C  -0.395  -2.843  -8.248
C  0.113  -3.939  -9.163
O  1.237  -4.435  -8.439
C  1.065  -4.141  -7.120
O  1.748  -4.571  -6.255
O  0.009  -3.303  -6.956
H  -1.474  -2.720  -8.275
H  0.083  -1.881  -8.441
H  -0.613  -4.745  -9.288
H  0.424  -3.579  -10.140
C  3.929  -7.372  1.601
C  5.021  -6.360  1.322
O  6.193  -7.057  1.785
C  5.947  -8.380  1.755
O  6.766  -9.229  1.921
O  4.638  -8.619  1.515
H  3.120  -7.350  0.877
H  3.517  -7.273  2.606
H  5.133  -6.152  0.258
H  4.883  -5.426  1.854
C  4.415  3.914  5.434
C  3.811  3.373  6.718
O  2.560  2.859  6.273
C  2.656  2.578  4.935
O  1.850  1.994  4.305
O  3.822  3.079  4.448
H  5.498  3.830  5.392
H  4.124  4.949  5.241
H  4.401  2.556  7.139
H  3.654  4.135  7.479

Computed properties:
Charge: -2
E_tot, eV: -104939.1225
Multiplicity: 1
Gap between HOMO and LUMO, eV: 4.829



Record 2
Here is a molecular structure, C42H70AlBr4Cl3IK2N4O21P3S at a distorted geometry from OMol25. Energies are from ωB97M-V/def2-TZVPD.

Positions of all 152 atoms, in Å:
C  1.486  0.863  4.379
C  0.863  0.576  3.060
C  1.836  0.620  1.788
C  1.393  0.587  0.264
P  3.171  -0.055  -0.345
O  3.567  -1.561  0.223
Cl  4.701  1.113  0.579
N  1.078  1.904  -0.408
C  1.979  2.273  -1.452
C  1.936  3.389  -2.562
O  3.186  3.190  -3.344
C  2.918  3.029  -4.736
O  3.019  1.874  -5.205
C  2.568  4.321  -5.638
C  2.788  3.808  -7.195
C  -0.250  2.481  -0.186
C  -0.424  2.985  1.343
C  -1.630  2.585  2.267
P  -0.589  4.191  -0.952
O  -0.719  4.457  -2.424
O  -1.982  4.946  -0.284
O  0.659  5.298  -0.423
C  -1.306  1.317  -0.697
I  -3.439  2.000  -0.543
C  -1.271  1.371  -2.284
C  -2.075  0.301  -3.162
C  -2.576  1.012  -4.556
Br  -3.472  -0.431  -5.628
N  -1.048  0.010  0.035
C  -2.184  -0.922  0.331
C  -2.863  -1.877  -0.700
C  -4.467  -1.545  -0.763
Br  -5.361  -3.166  -1.524
C  0.355  -0.620  -0.209
C  0.599  -1.152  -1.696
C  1.562  -2.323  -2.113
C  0.764  -3.426  -3.023
P  0.620  -2.251  0.777
O  -0.287  -3.552  0.071
O  0.242  -2.310  2.397
H  0.904  0.565  5.332
H  2.569  1.324  4.464
H  -0.243  0.310  3.110
H  2.370  1.644  1.924
H  2.670  -0.140  2.122
H  3.974  -2.089  -0.507
H  2.080  1.393  -2.207
H  3.004  2.565  -0.981
H  1.104  3.154  -3.331
H  1.979  4.488  -2.237
H  3.266  5.211  -5.397
H  1.464  4.640  -5.534
H  2.654  4.654  -7.974
H  2.044  2.921  -7.321
H  3.845  3.345  -7.199
H  -0.474  4.146  1.502
H  0.637  2.900  1.810
H  -2.053  1.537  2.263
H  -1.341  2.824  3.362
H  -2.519  3.294  2.052
H  -1.693  5.538  0.460
H  1.388  4.769  -0.014
H  -0.240  1.495  -2.778
H  -1.832  2.318  -2.653
H  -3.061  -0.061  -2.720
H  -1.425  -0.558  -3.584
H  -3.433  1.735  -4.275
H  -1.724  1.523  -5.111
H  -0.857  0.357  1.019
H  -3.045  -0.373  0.890
H  -1.948  -1.594  1.255
H  -2.535  -1.958  -1.773
H  -2.859  -2.969  -0.311
H  -4.711  -0.658  -1.429
H  -4.871  -1.379  0.304
H  0.791  -0.323  -2.478
H  -0.448  -1.559  -1.990
H  2.138  -2.938  -1.369
H  2.362  -1.926  -2.852
H  1.411  -4.371  -3.137
H  0.494  -3.011  -4.058
H  -0.210  -3.772  -2.511
H  0.072  -4.376  0.483
H  -0.532  -2.866  2.665
C  8.214  1.292  -0.420
O  7.596  2.243  -0.914
O  8.849  1.322  0.660
O  8.309  0.128  -0.938
Al  2.018  6.186  -3.076
Cl  6.223  -0.643  -0.651
Br  -6.903  6.007  -0.209
C  -5.243  6.415  -1.145
C  -5.424  6.337  -2.641
Br  -5.473  4.485  -3.250
H  -4.486  5.728  -0.766
H  -4.988  7.432  -0.842
H  -4.572  6.784  -3.155
H  -6.342  6.810  -2.990
O  7.287  -2.992  -1.817
Cl  8.408  -3.066  -2.735
O  9.646  -2.983  -1.993
O  8.331  -1.968  -3.676
O  8.357  -4.323  -3.455
K  2.674  -1.126  4.294
O  1.319  7.973  3.721
C  0.408  7.027  3.677
C  -0.337  7.056  2.233
O  -1.266  6.109  2.206
H  -0.401  7.078  4.427
H  0.761  5.987  3.804
H  0.472  6.987  1.484
H  -0.677  8.096  2.094
K  1.331  5.287  -8.363
C  4.677  6.456  3.659
C  5.901  7.168  4.215
O  5.606  7.385  5.595
S  4.679  6.169  6.138
O  5.524  5.214  6.791
O  3.516  6.728  6.757
O  4.256  5.564  4.692
H  3.863  7.161  3.465
H  4.901  5.902  2.746
H  6.098  8.113  3.709
H  6.789  6.531  4.155
C  -1.706  -6.311  -1.748
N  -2.335  -7.072  -0.654
C  -1.633  -8.064  -0.048
C  -2.179  -8.769  1.008
C  -3.468  -8.465  1.474
C  -4.171  -7.447  0.805
C  -3.593  -6.769  -0.249
C  -4.060  -9.152  2.625
C  -4.480  -8.429  3.754
C  -5.083  -9.074  4.816
N  -5.282  -10.411  4.785
C  -4.867  -11.146  3.724
C  -4.256  -10.541  2.643
C  -5.971  -11.085  5.902
H  -1.407  -7.017  -2.525
H  -0.839  -5.791  -1.336
H  -2.415  -5.590  -2.153
H  -0.634  -8.266  -0.418
H  -1.582  -9.544  1.480
H  -5.180  -7.179  1.105
H  -4.117  -5.978  -0.773
H  -4.337  -7.354  3.811
H  -5.419  -8.532  5.693
H  -5.048  -12.214  3.759
H  -3.955  -11.158  1.802
H  -5.311  -11.863  6.289
H  -6.896  -11.513  5.511
H  -6.197  -10.365  6.687

Computed properties:
Charge: +2
E_tot, eV: -497382.2522
Multiplicity: 1
Gap between HOMO and LUMO, eV: 0.885



Record 3
Here is a molecular structure, C42H70BBr22NO3S2 at a distorted geometry from OMol25. Energies are from ωB97M-V/def2-TZVPD.

Positions of all 141 atoms, in Å:
O  6.724  0.326  3.807
C  6.418  1.109  2.575
C  4.995  1.968  2.728
O  3.846  1.080  2.965
C  2.743  1.326  2.023
O  1.626  2.116  2.598
C  1.859  3.568  2.428
B  0.953  4.218  1.185
C  1.307  4.028  -0.423
C  -0.062  3.960  -1.346
C  -0.885  2.549  -1.209
S  -2.779  2.787  -1.140
C  -3.399  1.153  -0.471
S  -3.315  -0.211  -1.539
N  -4.000  0.888  0.886
C  -4.225  2.134  1.704
C  -3.087  3.136  2.324
C  -3.438  4.480  3.245
C  -5.036  4.834  3.589
C  -6.213  3.845  2.976
C  -5.812  2.529  2.055
C  -3.311  -0.218  1.646
C  -4.029  -1.723  1.567
C  -3.382  -3.007  2.356
C  -1.991  -2.844  3.224
C  -1.228  -1.392  3.330
C  -1.921  -0.112  2.507
H  6.416  0.886  4.585
H  6.347  0.399  1.629
H  7.326  1.866  2.439
H  4.915  2.641  1.774
H  5.067  2.709  3.661
H  3.063  1.788  0.995
H  2.276  0.255  1.778
H  2.988  3.875  2.384
H  1.424  4.077  3.415
H  0.017  4.890  1.439
H  1.954  3.073  -0.661
H  1.996  4.960  -0.708
H  0.230  4.166  -2.461
H  -0.789  4.818  -0.996
H  -0.477  1.955  -0.274
H  -0.593  1.887  -2.158
H  -1.951  2.942  2.122
H  -2.567  5.190  3.648
H  -5.297  5.777  4.254
H  -7.362  4.029  3.205
H  -6.721  1.866  1.680
H  -5.022  -1.829  0.916
H  -3.936  -4.044  2.290
H  -1.502  -3.749  3.809
H  -0.233  -1.194  3.954
H  -1.340  0.901  2.580
Br  -5.568  -2.324  -4.472
C  -6.143  -3.637  -3.149
C  -7.311  -3.123  -2.340
Br  -6.728  -1.831  -1.000
H  -5.268  -3.882  -2.541
H  -6.434  -4.517  -3.730
H  -7.772  -3.934  -1.770
H  -8.076  -2.630  -2.947
Br  0.041  -3.786  1.986
C  1.192  -5.354  1.842
C  2.018  -5.543  3.093
Br  3.510  -4.287  3.150
H  1.795  -5.226  0.939
H  0.508  -6.196  1.701
H  2.480  -6.534  3.104
H  1.447  -5.403  4.016
Br  -4.556  10.990  3.410
C  -4.530  9.076  3.038
C  -5.880  8.592  2.565
Br  -7.131  8.421  4.052
H  -4.185  8.578  3.949
H  -3.778  8.949  2.254
H  -5.803  7.586  2.142
H  -6.346  9.255  1.830
Br  4.707  -6.862  0.605
C  4.691  -8.806  0.760
C  3.370  -9.301  1.300
Br  3.240  -9.013  3.224
H  5.546  -9.083  1.383
H  4.854  -9.173  -0.257
H  3.280  -10.383  1.168
H  2.504  -8.811  0.845
Br  -0.917  9.198  0.056
C  0.290  8.331  -1.207
C  -0.368  8.144  -2.554
Br  -1.624  6.652  -2.525
H  0.613  7.393  -0.747
H  1.148  9.005  -1.287
H  0.374  7.877  -3.312
H  -0.925  9.023  -2.891
Br  -2.059  6.727  -7.137
C  -0.908  5.159  -7.280
C  -0.082  4.971  -6.029
Br  1.410  6.226  -5.972
H  -0.305  5.288  -8.183
H  -1.592  4.317  -7.422
H  0.380  3.979  -6.018
H  -0.653  5.111  -5.107
Br  -2.273  13.197  5.310
C  -1.393  11.520  5.779
C  -0.041  11.407  5.113
Br  -0.219  10.941  3.228
H  -2.079  10.713  5.508
H  -1.286  11.550  6.867
H  0.538  10.591  5.554
H  0.545  12.329  5.161
Br  4.439  -9.511  -2.841
C  6.246  -8.871  -3.203
C  6.282  -7.365  -3.312
Br  5.580  -6.764  -5.029
H  6.589  -9.380  -4.108
H  6.843  -9.211  -2.352
H  7.312  -7.000  -3.282
H  5.700  -6.860  -2.535
Br  -6.859  3.315  -6.385
C  -5.708  1.747  -6.529
C  -4.882  1.559  -5.278
Br  -3.390  2.814  -5.220
H  -5.105  1.876  -7.432
H  -6.392  0.905  -6.670
H  -4.420  0.568  -5.267
H  -5.453  1.699  -4.355
Br  9.829  -9.326  -4.390
C  10.136  -10.214  -6.099
C  8.832  -10.596  -6.760
Br  8.055  -12.179  -5.925
H  10.790  -11.068  -5.902
H  10.676  -9.482  -6.707
H  8.997  -10.878  -7.804
H  8.076  -9.808  -6.715
Br  -1.373  -10.096  3.515
C  -0.493  -11.772  3.984
C  0.859  -11.885  3.318
Br  0.681  -12.351  1.433
H  -1.179  -12.579  3.713
H  -0.386  -11.742  5.072
H  1.438  -12.701  3.759
H  1.445  -10.963  3.365

Computed properties:
Charge: 0
E_tot, eV: -1615582.0576
Multiplicity: 1
Gap between HOMO and LUMO, eV: 7.171